Entry from the OMol25 dataset: a structure of composition C32H68AlBrINO13P in a non-equilibrium geometry (the ωB97M-V functional and the def2-TZVPD basis).

Each line ends with the Mulliken charge.
CARTESIAN COORDINATES (ANGSTROEM)
C  -4.581  1.155  -0.389  -0.8970
C  -3.448  2.324  -0.312  0.1409
C  -2.957  2.627  1.179  -0.6192
I  -2.025  4.636  1.144  -0.1555
Al  -1.527  1.355  1.899  -0.2819
C  -2.030  -0.653  1.648  0.5758
C  -3.069  -1.187  2.606  -0.3016
C  -3.476  -2.661  2.542  -0.6149
C  -2.702  -3.401  1.446  -0.1954
C  -1.731  -2.641  0.581  -0.3322
N  -1.322  -1.284  0.592  -0.4179
P  -1.405  1.753  4.237  0.1502
O  -0.879  0.267  4.937  -0.4872
Br  -3.531  2.060  5.062  -0.3896
H  -4.762  0.795  0.673  0.2517
H  -5.532  1.606  -0.849  0.2739
H  -4.224  0.350  -1.105  0.1903
H  -3.992  3.275  -0.676  -0.2464
H  -2.604  2.152  -1.063  0.4145
H  -3.890  2.675  1.844  0.4385
H  -0.063  1.611  1.308  -0.0873
H  -3.548  -0.500  3.373  0.2900
H  -4.220  -3.193  3.209  0.3578
H  -2.864  -4.514  1.289  0.2980
H  -1.205  -3.270  -0.227  0.2490
H  -1.693  -0.293  4.984  0.2921
C  -8.890  6.554  -5.860  -0.7716
O  -8.162  6.580  -4.650  -0.2416
C  -8.814  5.843  -3.619  -0.6026
C  -7.843  5.544  -2.484  -0.4259
O  -7.011  4.415  -2.748  -0.4398
C  -5.948  4.636  -3.676  -0.4966
C  -4.800  5.442  -3.082  -0.4377
O  -5.095  6.836  -3.132  -0.3027
C  -4.246  7.584  -2.284  -0.7327
H  -9.891  6.974  -5.720  0.3108
H  -8.352  7.156  -6.593  0.2290
H  -8.960  5.529  -6.240  0.3209
H  -9.211  4.904  -4.019  0.3557
H  -9.640  6.458  -3.241  0.4182
H  -8.430  5.267  -1.603  0.3977
H  -7.249  6.419  -2.212  0.2107
H  -6.318  5.075  -4.605  0.1984
H  -5.568  3.639  -3.920  0.4624
H  -3.890  5.272  -3.670  0.4780
H  -4.630  5.130  -2.046  0.2140
H  -4.402  7.294  -1.240  0.3136
H  -4.500  8.641  -2.391  0.2425
H  -3.196  7.442  -2.564  0.2968
C  -5.551  -11.300  3.773  -0.7708
O  -4.511  -10.486  3.271  -0.2493
C  -4.967  -9.609  2.245  -0.6300
C  -3.961  -8.488  2.018  -0.4261
O  -4.088  -7.428  2.965  -0.4332
C  -3.576  -7.702  4.270  -0.4184
C  -2.054  -7.677  4.326  -0.5824
O  -1.521  -8.923  3.886  -0.2607
C  -0.144  -8.830  3.580  -0.7631
H  -5.989  -11.907  2.974  0.3114
H  -5.129  -11.962  4.530  0.2305
H  -6.323  -10.683  4.244  0.3225
H  -5.938  -9.181  2.518  0.3526
H  -5.072  -10.198  1.326  0.4293
H  -4.177  -8.033  1.047  0.3855
H  -2.935  -8.861  1.977  0.2532
H  -3.985  -8.633  4.667  0.1972
H  -3.950  -6.890  4.900  0.3915
H  -1.729  -7.521  5.362  0.4324
H  -1.677  -6.863  3.698  0.3626
H  0.015  -8.140  2.745  0.3226
H  0.207  -9.820  3.282  0.2292
H  0.426  -8.501  4.456  0.3115
C  2.468  7.464  -0.784  -0.7525
O  3.051  6.310  -0.215  -0.2818
C  2.220  5.735  0.792  -0.4450
C  2.657  4.306  1.089  -0.5259
O  2.148  3.365  0.147  -0.1359
C  2.789  3.357  -1.127  -0.5887
C  4.163  2.698  -1.094  -0.4501
O  5.147  3.623  -0.639  -0.2653
C  6.342  2.975  -0.254  -0.6815
H  2.283  8.224  -0.018  0.3105
H  3.164  7.867  -1.522  0.2301
H  1.534  7.206  -1.294  0.3045
H  1.175  5.738  0.468  0.2467
H  2.323  6.345  1.698  0.4239
H  2.223  4.014  2.050  0.4281
H  3.742  4.222  1.188  0.1698
H  2.826  4.359  -1.558  0.2121
H  2.141  2.753  -1.769  0.3774
H  4.443  2.386  -2.109  0.3824
H  4.135  1.823  -0.437  0.3458
H  6.156  2.311  0.597  0.3134
H  7.061  3.737  0.053  0.2597
H  6.762  2.408  -1.092  0.2319
C  12.403  -0.728  0.148  -0.7812
O  11.459  -1.150  -0.817  -0.2225
C  11.657  -2.507  -1.199  -0.5978
C  10.417  -3.047  -1.901  -0.3483
O  9.401  -3.464  -0.989  -0.4710
C  8.662  -2.412  -0.366  -0.4137
C  7.660  -1.755  -1.306  -0.5630
O  8.308  -0.780  -2.118  -0.2410
C  7.518  -0.408  -3.231  -0.7845
H  13.423  -0.830  -0.237  0.3098
H  12.212  0.321  0.373  0.2344
H  12.288  -1.307  1.070  0.3216
H  11.876  -3.120  -0.319  0.3538
H  12.510  -2.539  -1.888  0.4277
H  10.705  -3.953  -2.443  0.3838
H  10.024  -2.343  -2.637  0.1700
H  9.328  -1.681  0.097  0.2023
H  8.102  -2.894  0.440  0.3890
H  6.890  -1.241  -0.719  0.4327
H  7.191  -2.518  -1.936  0.3394
H  7.359  -1.270  -3.889  0.3456
H  8.055  0.359  -3.791  0.2446
H  6.556  0.000  -2.903  0.2662

Summary:
**2S+1**: 1
**Frontier orbital gap**: 6.32 eV
**HOMO**: -4.241 eV
**Total charge**: -1